[1]
Density functional theory data (ωB97M-V/def2-TZVPD) for a structure of composition C23H26BrN2O3PdS4.

Lowest unoccupied orbital energy ... -5.85 eV
Relative energy (zero: lowest compared OMol25 entry of this formula, charge and spin) ... 0.4349 eV
DFT total energy ... -5521.711395 a.u.
Charge ... +1
Frontier orbital gap ... 4.78 eV
E_HOMO ... -10.631 eV
Strongest force on any atom ... 0.994 eV/A

Element x y z (Å)
Pd  1.3657  -1.2353  -1.5695
C  2.1818  5.3379  1.6222
C  0.8494  4.6973  2.0089
C  0.8215  4.5128  3.5320
C  -0.2853  5.6398  1.5859
C  0.6597  3.3424  1.3306
C  1.5919  2.7842  0.4796
C  1.2993  1.5464  -0.0631
Br  2.6679  0.7780  -1.1862
C  0.1588  0.7857  0.1333
O  -0.0194  -0.4234  -0.4452
C  -0.7989  1.3550  1.0037
C  -0.4949  2.5945  1.5598
C  -2.1301  0.7246  1.4635
C  -2.5653  -0.5222  0.6917
C  -3.2708  1.7437  1.3044
C  -1.9903  0.3374  2.9431
H  2.2811  6.3007  2.1245
H  2.2459  5.5193  0.5472
H  3.0301  4.7200  1.9245
H  0.9628  5.4741  4.0294
H  1.6164  3.8392  3.8573
H  -0.1303  4.1008  3.8704
H  -0.1577  6.6167  2.0558
H  -1.2609  5.2521  1.8829
H  -0.2924  5.7789  0.5034
H  2.5256  3.2731  0.2417
H  -1.2238  3.0126  2.2402
H  -2.7145  -0.2837  -0.3627
H  -3.5242  -0.8564  1.0939
H  -1.8499  -1.3366  0.7841
H  -3.3698  2.0552  0.2629
H  -3.1315  2.6372  1.9101
H  -4.2118  1.2857  1.6148
H  -1.1918  -0.3948  3.0771
H  -2.9224  -0.1012  3.3054
H  -1.7605  1.2024  3.5662
O  7.6495  -3.7927  -3.5707
C  6.5869  -3.4577  -3.1793
S  6.0680  -3.5478  -1.4739
C  4.4808  -2.8911  -1.6821
C  4.1433  -2.4550  -3.0836
S  2.7414  -1.7420  -3.5217
S  5.3409  -2.7423  -4.2742
S  3.4528  -2.7738  -0.4438
N  -3.9322  -5.8722  -2.4735
C  -2.5991  -6.0582  -2.5655
O  -2.0881  -7.1222  -2.8369
C  -1.7112  -4.8527  -2.3136
C  -2.1529  -3.5753  -2.0152
C  -1.2285  -2.5654  -1.8096
N  0.0853  -2.7893  -1.8890
C  0.5233  -4.0245  -2.1790
C  -0.3408  -5.0711  -2.3956
H  -4.5272  -6.6677  -2.6378
H  -4.3594  -4.9958  -2.2424
H  -3.1995  -3.3190  -1.9310
H  -1.5131  -1.5568  -1.5566
H  1.5951  -4.1588  -2.2235
H  0.0235  -6.0623  -2.6251

Cartesian forces (eV/Å) of the 6 atoms listed first:
Pd 0.24 0.33 -0.91
C 0.01 0.00 0.00
C 0.02 0.00 -0.01
C -0.01 -0.02 0.00
C -0.02 -0.01 -0.01
C -0.06 0.03 0.05

***

[2]
Density functional theory data (ωB97M-V/def2-TZVPD) for a structure of composition C23H26Cl2N4O7PtS3.

Lowest unoccupied orbital energy (spin up / spin down) ... 4.12 / 4.12 eV
Relative energy (zero: lowest compared OMol25 entry of this formula, charge and spin) ... 0.1238 eV
DFT total energy ... -3872.050051 a.u.
Charge ... -2
Frontier orbital gap (spin up / spin down) ... 5.15 / 6.74 eV
E_HOMO (spin up / spin down) ... -1.026 / -2.611 eV
Strongest force on any atom ... 0.264 eV/A
Multiplicity ... 3

Element x y z (Å)
Pt  -0.4932  0.5355  1.4398
C  -4.1166  1.7907  0.6255
C  -4.6465  0.6842  1.4870
C  -5.7180  -0.0983  1.0955
C  -6.1519  -1.1482  1.8919
Cl  -7.5186  -2.1153  1.3655
C  -5.5185  -1.4497  3.0769
C  -4.4440  -0.6703  3.4918
C  -4.0207  0.4031  2.7135
O  -3.0175  1.2410  3.0519
C  -2.2276  0.9157  4.1921
C  -1.4591  -0.4201  4.1009
O  -1.4433  -1.1044  5.1241
O  -0.8900  -0.7329  3.0033
H  -4.6930  1.8751  -0.2958
H  -3.0694  1.6041  0.3757
H  -4.1411  2.7461  1.1540
H  -6.2072  0.0979  0.1496
H  -5.8455  -2.2912  3.6724
H  -3.9223  -0.9258  4.4032
H  -2.8534  0.8770  5.0860
H  -1.5020  1.7216  4.2809
C  4.0216  0.9041  -0.9476
C  4.1132  -0.5848  -0.6047
C  2.9914  -0.7258  0.4124
O  3.1095  0.4496  1.2114
C  3.3529  1.5192  0.2997
H  3.3851  1.0520  -1.8225
H  4.9953  1.3491  -1.1615
H  5.0692  -0.8152  -0.1246
H  3.9889  -1.2276  -1.4744
H  3.0737  -1.5880  1.0738
H  2.0134  -0.7500  -0.0808
H  3.9703  2.2536  0.8183
H  2.4067  1.9985  0.0322
O  0.3277  4.3208  3.0557
S  1.2451  3.1431  2.7776
N  0.3856  1.7915  2.7619
Cl  -0.5393  -2.4329  0.1744
C  -1.4567  -0.8414  0.2814
H  -2.3965  -1.1388  0.7497
H  -1.6309  -0.5672  -0.7572
N  4.5566  -4.3509  -3.5530
C  3.6590  -3.2657  -3.4923
C  3.9110  -2.0980  -4.2038
C  3.0153  -1.0379  -4.1494
C  1.8586  -1.1478  -3.4006
C  1.5875  -2.3164  -2.6974
C  2.4871  -3.3646  -2.7400
S  0.6703  0.1663  -3.3942
O  -0.5329  -0.3895  -3.9734
O  1.2717  1.2769  -4.1170
N  0.4961  0.4335  -1.8422
C  0.1340  1.6243  -1.3794
S  0.1067  3.1245  -2.3096
C  -0.4590  3.9866  -0.9221
C  -0.5611  3.1627  0.1306
N  -0.2344  1.8388  -0.1128
H  5.5097  -4.0617  -3.7132
H  4.5057  -4.9416  -2.7365
H  4.8207  -2.0122  -4.7888
H  3.2053  -0.1150  -4.6817
H  0.6903  -2.3842  -2.0941
H  2.2884  -4.2676  -2.1724
H  -0.6536  5.0450  -0.9442
H  -0.8598  3.4485  1.1266

Cartesian forces (eV/Å) of the 6 atoms listed first:
Pt -0.14 -0.01 -0.08
C 0.01 0.04 0.02
C 0.00 -0.01 0.00
C 0.00 0.00 -0.03
C -0.01 -0.01 0.01
Cl 0.00 0.00 0.00

***

[3]
Density functional theory data (ωB97M-V/def2-TZVPD) for a structure of composition C23H26Cl3N6O4Sn.

Lowest unoccupied orbital energy ... -2.97 eV
Relative energy (zero: lowest compared OMol25 entry of this formula, charge and spin) ... 1.9086 eV
DFT total energy ... -3116.051340 a.u.
Charge ... +1
Frontier orbital gap ... 7.63 eV
E_HOMO ... -10.599 eV
Strongest force on any atom ... 0.695 eV/A

Element x y z (Å)
Sn  -1.1306  -1.5026  -0.4666
N  3.3143  0.9589  2.9623
C  2.0866  0.5449  2.1495
C  2.2872  -0.8588  1.6309
C  1.9382  -2.0263  2.5803
N  0.9341  -2.8364  1.8837
C  1.4728  -1.5443  3.9555
C  0.4889  -0.3711  3.9911
N  -0.8668  -0.8650  3.7589
C  0.7944  0.7034  2.9254
H  4.1456  0.9027  2.3609
H  3.4476  0.3492  3.7708
H  3.2268  1.9199  3.2951
H  2.0995  1.2442  1.3137
H  3.2937  -0.9595  1.2330
H  1.6093  -0.9335  0.7809
H  2.8533  -2.6035  2.7620
H  0.4980  -3.5332  2.4750
H  1.3701  -3.3190  1.1056
H  2.3634  -1.2804  4.5417
H  1.0395  -2.3863  4.5023
H  0.5846  0.0920  4.9831
H  -1.5335  -0.1025  3.7202
H  -1.1609  -1.4789  4.5098
H  0.7178  1.7122  3.3411
H  0.0183  0.6285  2.1599
O  -2.8454  0.7382  -0.0651
C  -3.4733  1.2611  -0.9673
C  -3.4596  0.9023  -2.3792
C  -4.0844  1.7990  -3.2486
C  -4.0929  1.5562  -4.5982
C  -3.5030  0.4110  -5.1276
C  -2.9035  -0.4908  -4.2819
C  -2.8612  -0.2743  -2.8909
O  -2.3131  -1.1960  -2.1351
N  -4.7384  2.5203  -5.4966
O  -4.7236  2.2747  -6.6841
O  -5.2508  3.5004  -4.9940
H  -4.1041  2.1408  -0.7459
H  -4.5608  2.6931  -2.8678
H  -3.5337  0.2466  -6.1952
H  -2.4575  -1.3984  -4.6655
C  -0.1043  -3.0554  -1.8228
C  1.0806  -2.2043  -1.8444
C  0.9609  -0.8137  -2.0736
C  1.9585  0.0746  -1.6819
C  3.1275  -0.4130  -1.1181
C  3.3441  -1.8020  -1.0596
C  2.3385  -2.6704  -1.3968
C  3.9561  0.4460  -0.3238
N  4.4559  1.1008  0.4829
H  0.0976  -4.0739  -1.5020
H  -0.7384  -3.0226  -2.7043
H  0.0749  -0.4205  -2.5635
H  1.7925  1.1408  -1.7551
H  4.2821  -2.1788  -0.6708
H  2.4871  -3.7393  -1.2967
Cl  -2.4452  4.6340  0.0891
C  -1.2606  4.0212  1.2325
Cl  -2.0663  3.2291  2.5998
Cl  -0.2335  5.3426  1.8135
C  -0.3900  3.0316  0.5855
N  0.2951  2.2346  0.1270

Cartesian forces (eV/Å) of the 6 atoms listed first:
Sn -0.28 -0.07 0.42
N -0.34 -0.17 0.58
C 0.16 0.11 0.26
C -0.09 -0.22 0.23
C -0.06 0.11 -0.06
N -0.11 0.00 -0.01

***

[4]
Density functional theory data (ωB97M-V/def2-TZVPD) for a structure of composition C23H26F2Nb.

Lowest unoccupied orbital energy ... 2.52 eV
Relative energy (zero: lowest compared OMol25 entry of this formula, charge and spin) ... 0.2786 eV
DFT total energy ... -1148.449740 a.u.
Charge ... -1
Frontier orbital gap ... 7.29 eV
E_HOMO ... -4.772 eV
Strongest force on any atom ... 2.710 eV/A

Element x y z (Å)
C  -2.5508  0.0229  2.4011
C  -2.5329  0.0698  1.1828
Nb  -2.1699  0.3297  -1.0479
C  -3.5673  -1.3882  -1.5743
C  -3.0212  -2.6621  -2.2879
C  -2.0534  -2.4469  -3.4727
C  -0.5910  -2.7685  -3.2406
C  -0.1788  -3.8891  -2.5281
C  1.1629  -4.1956  -2.3519
C  2.1396  -3.3851  -2.9147
C  1.7536  -2.2638  -3.6354
C  0.4093  -1.9685  -3.7895
H  -2.4052  -0.1007  3.4491
H  -0.6444  -0.6957  -1.0084
H  -1.9709  0.6929  -2.8303
H  -3.5876  1.5170  -1.1271
H  -1.0950  1.7999  -0.7989
H  -4.4407  -0.9965  -2.1045
H  -3.9447  -1.7123  -0.5966
H  -2.6167  -3.3459  -1.5454
H  -3.8900  -3.1824  -2.7125
H  -2.3611  -3.1415  -4.2668
H  -2.1588  -1.4500  -3.8951
H  -0.9128  -4.5569  -2.0925
H  1.4611  -5.0626  -1.7761
H  3.1855  -3.6342  -2.7789
H  2.4949  -1.6021  -4.0670
H  0.1258  -1.0761  -4.3361
F  3.9272  0.7259  3.2588
C  4.0210  0.3705  1.9573
C  2.9819  -0.3271  1.3752
C  3.0824  -0.6857  0.0387
C  4.2153  -0.3468  -0.6891
C  5.2497  0.3528  -0.0824
C  5.1558  0.7196  1.2528
H  2.1066  -0.5801  1.9590
H  2.2709  -1.2225  -0.4345
H  4.2883  -0.6274  -1.7317
H  6.1333  0.6164  -0.6493
H  5.9463  1.2716  1.7444
F  -1.4435  5.1243  1.4494
C  -1.3634  4.6804  2.7121
C  -0.3285  3.8368  3.0655
C  -0.2479  3.3860  4.3740
C  -1.2001  3.7727  5.3083
C  -2.2349  4.6172  4.9317
C  -2.3194  5.0793  3.6262
H  0.3966  3.5344  2.3218
H  0.5596  2.7265  4.6630
H  -1.1369  3.4127  6.3272
H  -2.9827  4.9154  5.6549
H  -3.1170  5.7397  3.3127

Cartesian forces (eV/Å) of the 6 atoms listed first:
C 0.36 -0.24 -0.21
C -0.03 0.49 -0.21
Nb -1.33 -1.48 1.84
C 0.78 -0.19 -0.69
C -0.83 0.45 -0.34
C 0.10 -0.72 -0.04